No. 1
39
Properties=species:S:1:pos:R:3:forces:R:3 method="wB97M-V/def2-TZVPD" de_lowest_ev=1.9445 gap_ev=10.38 e_homo_ev=-10.62
O -0.81588 -1.36729 -3.27538 -2.17 -1.28 -0.22
H -0.01910 -0.92009 -3.08121 1.94 1.23 -0.07
H -1.50870 -0.71629 -3.44355 0.24 -0.14 0.00
O 0.64906 3.09461 1.11627 -0.70 -0.57 0.45
H 1.02671 2.39842 1.69828 -0.14 0.14 -0.29
H 1.44474 3.52213 0.84339 0.77 0.65 -0.48
O 1.67192 -0.19856 -3.15145 -0.68 0.15 0.10
H 1.83712 0.00967 -2.22417 -0.05 1.23 0.87
H 2.29451 -0.90204 -3.16672 0.96 -1.33 -0.97
O 0.47059 -2.33148 1.48650 0.24 -0.24 -0.40
H -0.18185 -2.50080 2.16705 -0.01 -0.14 0.29
H 1.09577 -3.06509 1.49179 -0.15 0.01 0.23
O -0.01331 0.05380 0.34146 -0.84 1.32 -1.34
H -0.51913 0.15165 -0.51787 0.64 -0.04 1.02
H 0.07596 -0.88242 0.40334 0.34 -1.36 0.51
O 1.99444 1.23327 2.64648 0.61 0.79 0.37
H 1.13220 0.83395 2.87676 0.46 -0.13 0.56
H 2.27663 1.72743 3.44891 -0.37 -0.63 -0.81
O -3.96654 1.10436 -1.87536 -0.59 0.45 -0.27
H -3.03420 1.15722 -1.64366 -0.36 -0.63 -0.09
H -4.32354 0.26667 -1.57284 0.29 -0.06 0.17
O -1.25726 1.01785 -1.81210 0.57 -0.25 -1.61
H -0.92031 1.42051 -2.64481 -0.23 -0.34 0.85
H -1.34828 1.72260 -1.19485 0.14 1.41 0.87
O 2.89349 -1.71626 -0.51766 -0.60 -0.62 -1.05
H 3.11931 -1.58797 0.39554 -0.05 0.23 0.68
H 2.02948 -2.16377 -0.55419 0.60 0.32 0.26
O -0.04510 0.11180 3.80313 -0.42 -0.03 0.90
H -0.35815 0.57526 4.61516 0.10 -0.48 -1.19
H -0.72657 0.19272 3.10618 -0.46 0.38 0.55
O 2.10172 1.14263 -0.85222 0.71 -0.64 -0.02
H 1.84951 1.89939 -1.36251 -0.35 0.71 -0.17
H 1.32366 0.81525 -0.36758 0.06 0.34 0.34
O -2.16748 0.33122 1.93773 -0.18 -0.07 0.82
H -1.44431 0.26459 1.30634 0.49 0.19 -0.69
H -2.31573 -0.59037 2.15965 -0.55 -0.21 -0.07
O -1.78819 -1.90774 -0.69225 -1.37 0.40 1.23
H -1.17769 -2.55769 -0.41709 0.78 -1.53 1.00
H -1.35549 -1.63912 -1.47648 0.31 0.75 -2.32

***

No. 2
13
Properties=species:S:1:pos:R:3:forces:R:3 method="wB97M-V/def2-TZVPD" de_lowest_ev=0.9864 gap_ev=9.21 e_homo_ev=-8.27
C -0.52045 -1.56414 1.17396 -0.42 -0.04 -0.23
C 0.50226 -0.77467 0.39144 -0.13 0.36 0.58
C 0.17884 0.37062 -0.22429 0.21 -0.68 -1.23
C 1.07101 1.52791 -0.59029 -0.67 -1.72 -0.84
O -1.08175 0.51951 -0.77577 0.25 0.86 1.01
H -1.14400 -0.84783 1.73506 0.20 -0.37 0.07
H -1.22353 -2.17234 0.59643 0.10 -0.14 -0.18
H -0.02562 -2.24333 1.87460 -0.15 0.20 -0.07
H 1.52431 -1.10046 0.49061 0.31 0.55 0.35
H 1.12392 1.56057 -1.67615 0.30 0.01 -0.23
H 0.52325 2.41992 -0.34133 0.34 0.58 0.68
H 2.05100 1.33046 -0.16834 0.01 0.69 0.17
H -1.60927 -0.21407 -0.46076 -0.34 -0.29 -0.07

***

No. 3
10
Properties=species:S:1:pos:R:3:forces:R:3 method="wB97M-V/def2-TZVPD" de_lowest_ev=0.4518 gap_ev="7.23 / 9.66" e_homo_ev="-13.35 / -16.44" s_squared=0.76 multiplicity=2 total_charge=+1
H -0.07988 1.40527 0.33736 0.01 -0.68 -1.24
O -2.07647 0.81110 -1.94965 -1.72 -1.18 2.03
C -2.67021 0.34203 -1.09353 1.91 1.03 -1.56
C 0.52384 0.52966 0.59116 -0.13 0.36 1.98
C 1.16711 -0.63373 -0.07252 0.06 0.46 -1.16
H 0.98960 0.82346 1.53380 -0.04 -0.45 0.13
H 0.97071 -0.68233 -1.15339 -0.21 -0.16 0.38
H 2.26690 -0.54452 0.01467 -0.40 0.02 0.21
H 0.90476 -1.58777 0.40259 0.05 0.15 -0.07
Cu -1.99636 -0.46316 1.38952 0.47 0.45 -0.70

***

No. 4
115
Properties=species:S:1:pos:R:3:forces:R:3 method="wB97M-V/def2-TZVPD" de_lowest_ev=2.3968 gap_ev="3.43 / 6.40" e_homo_ev="0.18 / -2.80" s_squared=2.03 multiplicity=3 total_charge=-2
Ti 18.45250 13.41650 19.10521 -1.62 -1.10 0.09
N 16.60882 12.39609 19.96121 -0.94 0.30 2.30
C 16.80787 11.01149 20.35958 0.67 -0.76 -1.24
C 17.95504 10.44438 19.47746 0.23 0.22 -0.51
O 18.10012 9.23029 19.33520 0.03 -0.06 0.20
N 18.73699 11.41214 18.92745 -0.87 -0.34 0.10
C 19.93333 11.10671 18.18504 0.86 -0.75 0.97
C 20.87076 12.30418 18.34769 0.35 2.78 0.25
O 22.03371 12.24926 17.99112 0.12 -0.49 -0.06
O 20.36386 13.49789 18.81967 1.39 -3.57 -1.10
H 16.16741 12.92815 20.76325 1.02 -0.47 -1.11
H 15.88347 12.40516 19.27823 -0.48 0.00 -0.99
H 15.91683 10.38580 20.21778 0.25 0.13 0.03
H 17.12412 10.91316 21.38805 0.11 0.21 0.37
H 19.86348 10.92561 17.10163 -0.60 0.18 0.14
H 20.43526 10.17671 18.57734 -0.31 0.88 -0.20
C 16.23412 13.88969 12.98363 1.22 0.40 -0.49
N 17.20938 12.89430 13.42012 0.18 0.12 1.97
C 17.26734 12.36806 14.74476 0.49 -0.56 -1.47
N 18.10585 11.35605 14.78057 0.22 0.36 -0.59
C 18.67320 11.22115 13.51039 -0.71 -0.05 2.76
C 18.15147 12.20342 12.71267 0.07 -0.96 -1.63
C 18.38963 12.30219 11.25955 0.30 0.34 -0.42
C 18.67692 13.52852 10.66064 -1.10 -1.46 -0.58
C 18.84659 13.65688 9.30028 1.11 0.59 -0.55
C 18.99674 12.54022 8.49830 -1.10 -0.79 0.55
C 18.66590 11.30724 9.07909 0.32 -0.90 -0.62
C 18.37264 11.17252 10.42744 -0.27 0.09 0.85
C 19.62848 10.09621 13.38542 0.26 0.60 -1.88
C 19.31738 8.85891 13.92062 0.23 -1.06 0.53
C 20.17046 7.74640 13.69509 -0.88 1.20 0.80
C 21.30252 7.91630 12.97729 0.45 1.51 -1.09
C 21.61358 9.15261 12.36720 -0.44 -0.28 -0.13
C 20.76577 10.25085 12.54363 0.07 -0.38 0.33
P 16.25624 12.95800 16.05723 -1.14 -0.52 -1.19
C 17.11342 14.26213 16.79086 1.13 2.45 0.77
N 18.40094 14.25355 17.17872 -0.14 2.20 -1.50
C 18.83122 15.62240 17.19708 -1.12 -0.93 -0.64
C 17.75410 16.43288 16.87705 -0.74 -2.87 0.71
N 16.67072 15.56033 16.67777 0.08 0.05 -0.84
C 15.32570 15.96808 16.19474 1.31 -0.04 -0.95
C 17.53334 17.84716 16.77056 0.69 1.16 -0.82
C 16.75282 18.53774 17.68787 0.27 -2.44 1.93
C 16.68329 19.88998 17.61672 -0.73 1.40 -0.08
C 17.33342 20.57139 16.61454 1.73 -0.91 -1.68
C 18.23247 19.92168 15.69055 -1.25 -0.52 1.55
C 18.25494 18.51310 15.75711 0.60 0.63 0.62
C 20.24446 16.01918 17.28762 -0.39 0.77 0.33
C 20.58549 17.23220 17.91216 0.40 -0.67 -0.09
C 21.89666 17.68101 17.89800 -0.48 -0.10 -0.44
C 22.81876 16.94987 17.16825 0.46 0.53 -0.51
C 22.50603 15.75896 16.53186 -0.22 0.07 -0.21
C 21.19465 15.27933 16.61259 0.77 -0.57 -0.25
C 14.90956 11.96456 16.42232 0.12 -0.41 1.09
N 14.97915 10.98351 17.37072 -1.64 -0.51 -0.24
C 13.70643 10.57513 17.60117 -0.62 0.99 -0.65
C 12.75192 11.43080 16.88927 2.67 -1.24 0.50
N 13.56270 12.32673 16.17533 0.03 0.49 -1.05
C 13.19358 12.98118 14.87459 -0.64 -1.44 1.02
C 11.35680 11.68505 16.84869 -1.74 -0.56 -0.38
C 10.45816 10.75710 16.18517 1.68 1.42 1.50
C 9.18224 11.16350 15.92386 -0.93 -0.30 -0.05
C 8.69814 12.38386 16.45455 -1.09 0.29 -0.99
C 9.54774 13.28906 17.09950 -0.33 -0.78 0.29
C 10.87440 12.93966 17.28118 0.36 -0.15 -0.15
C 13.44666 9.41175 18.49395 -1.21 0.53 1.09
C 14.50123 8.61345 18.91575 0.31 -0.84 -0.53
C 14.27221 7.41670 19.61568 -0.97 0.20 0.20
C 12.97382 7.14623 20.07168 1.37 -0.53 0.51
C 11.93390 8.04040 19.82538 0.09 -1.84 1.06
C 12.15603 9.12936 19.06472 0.38 1.66 -1.86
H 15.41215 13.89463 13.67098 -0.37 -0.25 0.31
H 15.91931 13.62580 11.98142 -0.21 0.05 -0.21
H 16.63033 14.92845 12.97888 0.06 -0.61 -0.06
H 18.54560 14.36916 11.24281 0.12 1.87 1.18
H 18.96995 14.65472 8.88045 0.03 -0.17 0.05
H 19.19507 12.58263 7.43757 0.05 0.19 -0.03
H 18.62825 10.40451 8.44110 0.14 0.56 0.41
H 18.09469 10.23036 10.92676 0.24 0.31 -0.70
H 18.43873 8.74596 14.56082 0.22 0.16 -0.29
H 20.04310 6.76610 14.11023 -0.68 -0.17 0.38
H 21.93534 7.08428 12.83043 0.77 -0.74 -0.23
H 22.46596 9.11875 11.68629 -0.11 0.60 0.26
H 20.92070 11.24707 12.07827 0.12 -0.93 0.29
H 15.36081 16.53316 15.20770 0.28 -0.65 1.12
H 14.93018 16.62159 16.93934 -0.68 0.29 0.45
H 14.74634 15.05325 16.03991 0.10 0.32 0.32
H 16.41744 17.94620 18.61012 0.18 0.95 -1.47
H 16.12484 20.47993 18.34230 0.01 -0.27 -0.07
H 17.21141 21.61832 16.53380 0.06 1.04 0.09
H 18.93937 20.51376 15.10066 -0.55 -0.33 -0.10
H 18.97453 17.86328 15.23191 -0.42 0.68 -0.13
H 19.81999 17.79599 18.39028 -0.48 0.29 0.46
H 22.19019 18.63753 18.32739 -0.18 -0.22 0.04
H 23.74966 17.45098 16.93596 0.42 -0.32 0.29
H 23.28480 15.29351 15.91281 -0.55 -0.10 0.38
H 20.89562 14.33091 16.15375 0.20 0.39 0.15
H 13.41508 14.02808 14.97734 0.08 0.45 -0.42
H 12.12331 12.84463 14.63918 0.27 0.20 0.65
H 13.67252 12.51703 14.00076 0.52 0.11 0.37
H 10.91981 9.80199 15.97667 -0.38 -0.12 -0.55
H 8.57307 10.49287 15.28487 0.00 0.61 0.68
H 7.63218 12.68057 16.27249 1.09 -0.38 0.17
H 9.12766 14.18169 17.56208 0.19 -0.03 -0.29
H 11.59187 13.59753 17.78060 -0.32 -0.12 -0.16
H 15.49281 8.90455 18.60258 0.21 -0.20 -0.11
H 15.02585 6.64525 19.82672 0.03 0.83 -0.13
H 12.90784 6.26367 20.73123 -0.56 0.42 -0.52
H 10.95828 7.79906 20.23803 -0.02 0.30 -0.08
H 11.28655 9.76087 18.86201 0.48 0.10 -0.16
O 17.74878 16.67468 20.69958 0.36 0.96 0.39
S 17.39887 15.29211 20.75666 1.27 -3.24 -1.41
O 16.77772 14.84460 19.43344 0.63 0.88 0.83
O 18.72787 14.31187 20.69716 -1.78 3.23 1.71
O 16.63200 14.81713 21.88066 -0.48 0.45 0.47

***

No. 5
8
Properties=species:S:1:pos:R:3:forces:R:3 method="wB97M-V/def2-TZVPD" de_lowest_ev=2.8546 gap_ev=11.04 e_homo_ev=-10.79
O -1.98358 -0.41053 -0.17127 0.28 -0.25 -1.27
C -0.73718 -0.08129 0.19445 0.00 0.01 0.06
N -0.42609 0.28024 1.39659 -0.03 -0.11 -0.16
O 0.92349 0.50914 1.36811 0.10 0.14 0.04
N 1.45710 0.30470 0.13621 -0.37 -0.16 -0.20
C 0.45475 -0.05832 -0.58829 0.23 0.03 0.20
F 0.54653 -0.37661 -1.86774 -0.04 0.07 0.15
H -1.96049 -0.65633 -1.13161 -0.17 0.28 1.18

***

No. 6
80
Properties=species:S:1:pos:R:3:forces:R:3 method="wB97M-V/def2-TZVPD" de_lowest_ev=0.0000 gap_ev="5.78 / 7.36" e_homo_ev="-5.88 / -7.80" s_squared=2.03 multiplicity=3
Ti -1.35700 0.13753 0.08244 0.57 0.43 0.02
O 1.00034 -0.62177 3.88210 0.01 0.02 -0.05
C 1.18712 0.68975 4.16347 -0.08 0.09 -0.12
C 2.12498 1.01098 5.14100 0.07 -0.06 0.07
C 2.35981 2.32848 5.48379 -0.03 -0.03 -0.02
C 1.65898 3.35307 4.85486 0.00 0.05 -0.01
C 0.72610 3.04101 3.88490 0.00 -0.05 0.03
C 0.47111 1.71644 3.52134 0.04 -0.10 0.07
C -0.51501 1.41640 2.45956 -0.08 -0.11 -0.12
O -0.46871 0.20531 1.91091 0.10 0.14 -0.17
N -1.32956 2.34148 2.07719 0.05 0.09 0.18
N -2.15347 1.95007 1.03426 -0.04 -0.32 -0.24
C -3.05812 2.86882 0.74702 0.12 0.08 0.07
C -4.10489 2.75346 -0.17260 -0.10 -0.13 -0.11
C -4.94769 3.85588 -0.47094 -0.02 0.05 0.01
C -5.94189 3.75623 -1.39198 0.00 0.00 -0.01
C -6.15219 2.52786 -2.08350 -0.03 0.01 -0.03
C -5.36191 1.47338 -1.77199 -0.04 0.00 -0.02
N -4.39906 1.57305 -0.82558 0.13 0.06 0.13
H 0.39925 -0.65255 3.10396 -0.03 0.03 0.05
H 2.65484 0.19840 5.62263 0.00 0.02 0.00
H 3.09334 2.55911 6.24594 0.00 0.00 0.00
H 1.84258 4.38559 5.12135 0.00 -0.01 -0.01
H 0.16416 3.81507 3.38007 0.01 0.01 0.01
H -2.99651 3.80394 1.29526 0.00 0.01 0.00
H -4.76177 4.78661 0.04813 0.01 -0.01 0.00
H -6.56801 4.61012 -1.61191 0.01 0.01 0.01
H -6.91496 2.42977 -2.84039 0.01 -0.01 0.01
H -5.45163 0.50784 -2.24771 0.03 -0.01 0.02
O -3.06419 -0.83163 0.41712 -0.27 -0.19 -0.02
N -2.09307 -1.73615 0.22633 -0.06 -0.06 0.64
C -2.07639 -2.88420 0.77360 0.06 0.00 -0.31
C -0.83763 -3.67859 0.79300 0.09 0.24 -0.13
C -0.91887 -4.93858 1.37617 0.08 -0.09 0.06
C 0.20900 -5.72623 1.55083 -0.05 0.06 -0.01
C 1.44284 -5.24356 1.15237 0.03 0.00 0.00
C 1.53778 -3.99159 0.55808 -0.03 -0.01 -0.01
C 0.41772 -3.19405 0.35101 -0.13 0.05 0.02
P 0.58979 -1.61191 -0.59656 -0.12 -0.08 -0.01
C 0.56797 -2.26845 -2.30469 -0.02 0.03 -0.04
C -0.42493 -1.83061 -3.17821 0.02 -0.01 0.04
C -0.48087 -2.32271 -4.47776 0.03 -0.02 0.00
C 0.45073 -3.25261 -4.90850 -0.03 0.02 -0.01
C 1.44091 -3.69843 -4.04031 0.05 -0.01 0.06
C 1.49897 -3.21206 -2.74542 -0.03 0.05 -0.01
C 2.31723 -1.10342 -0.32154 -0.05 0.00 -0.01
C 3.08951 -0.59902 -1.36598 0.00 -0.03 0.02
C 4.32464 -0.02037 -1.10615 0.02 -0.01 0.02
C 4.79690 0.06522 0.19606 -0.03 -0.02 -0.03
C 4.02902 -0.43144 1.24231 -0.01 0.02 0.00
C 2.79411 -1.00789 0.98646 0.03 0.02 0.02
H -3.83206 0.75673 -0.63026 -0.08 0.01 -0.07
H -2.95176 -3.25319 1.30002 -0.06 0.02 -0.04
H -1.88374 -5.29888 1.71234 0.00 0.01 0.00
H 0.12279 -6.70176 2.01037 0.00 0.00 0.00
H 2.33629 -5.83605 1.30095 0.00 0.01 0.00
H 2.51102 -3.62329 0.25877 0.00 -0.03 0.00
H -1.15503 -1.10408 -2.84554 0.01 -0.02 -0.02
H -1.25132 -1.96910 -5.15039 0.00 0.01 0.01
H 0.41073 -3.63406 -5.92089 -0.01 0.00 0.00
H 2.16804 -4.42770 -4.37472 0.00 0.01 0.00
H 2.27319 -3.56253 -2.07422 0.01 -0.01 -0.02
H 2.72617 -0.64976 -2.38505 -0.02 -0.01 -0.01
H 4.91656 0.36691 -1.92593 0.00 0.00 0.00
H 5.75976 0.51781 0.39631 0.00 0.00 0.00
H 4.38476 -0.36246 2.26272 -0.01 0.00 -0.01
H 2.20024 -1.37502 1.81532 0.02 0.02 0.00
O -1.56193 1.93265 -3.65280 0.01 -0.05 -0.01
C -1.23023 1.53109 -2.55486 -0.21 -0.05 0.01
O -1.86319 0.67664 -1.81699 0.16 -0.01 -0.18
C 0.04714 2.03393 -1.92066 0.10 0.00 0.19
C 0.91642 2.88046 -2.58335 -0.11 0.03 -0.21
C 2.06059 3.30489 -1.93457 0.07 0.01 0.09
C 2.29492 2.87216 -0.63778 0.04 0.10 -0.10
C 1.37844 2.02586 -0.04676 -0.10 -0.12 0.17
N 0.27585 1.60821 -0.67435 -0.05 -0.07 0.09
H 0.66648 3.18403 -3.59058 0.00 -0.01 0.02
H 2.76183 3.96578 -2.42799 -0.01 0.00 -0.01
H 3.17519 3.17889 -0.09066 -0.01 -0.02 0.02
H 1.53144 1.65876 0.95973 0.00 -0.02 0.00

***

Copy entry 1 word for word.
39
Properties=species:S:1:pos:R:3:forces:R:3 method="wB97M-V/def2-TZVPD" de_lowest_ev=1.9445 gap_ev=10.38 e_homo_ev=-10.62
O -0.81588 -1.36729 -3.27538 -2.17 -1.28 -0.22
H -0.01910 -0.92009 -3.08121 1.94 1.23 -0.07
H -1.50870 -0.71629 -3.44355 0.24 -0.14 0.00
O 0.64906 3.09461 1.11627 -0.70 -0.57 0.45
H 1.02671 2.39842 1.69828 -0.14 0.14 -0.29
H 1.44474 3.52213 0.84339 0.77 0.65 -0.48
O 1.67192 -0.19856 -3.15145 -0.68 0.15 0.10
H 1.83712 0.00967 -2.22417 -0.05 1.23 0.87
H 2.29451 -0.90204 -3.16672 0.96 -1.33 -0.97
O 0.47059 -2.33148 1.48650 0.24 -0.24 -0.40
H -0.18185 -2.50080 2.16705 -0.01 -0.14 0.29
H 1.09577 -3.06509 1.49179 -0.15 0.01 0.23
O -0.01331 0.05380 0.34146 -0.84 1.32 -1.34
H -0.51913 0.15165 -0.51787 0.64 -0.04 1.02
H 0.07596 -0.88242 0.40334 0.34 -1.36 0.51
O 1.99444 1.23327 2.64648 0.61 0.79 0.37
H 1.13220 0.83395 2.87676 0.46 -0.13 0.56
H 2.27663 1.72743 3.44891 -0.37 -0.63 -0.81
O -3.96654 1.10436 -1.87536 -0.59 0.45 -0.27
H -3.03420 1.15722 -1.64366 -0.36 -0.63 -0.09
H -4.32354 0.26667 -1.57284 0.29 -0.06 0.17
O -1.25726 1.01785 -1.81210 0.57 -0.25 -1.61
H -0.92031 1.42051 -2.64481 -0.23 -0.34 0.85
H -1.34828 1.72260 -1.19485 0.14 1.41 0.87
O 2.89349 -1.71626 -0.51766 -0.60 -0.62 -1.05
H 3.11931 -1.58797 0.39554 -0.05 0.23 0.68
H 2.02948 -2.16377 -0.55419 0.60 0.32 0.26
O -0.04510 0.11180 3.80313 -0.42 -0.03 0.90
H -0.35815 0.57526 4.61516 0.10 -0.48 -1.19
H -0.72657 0.19272 3.10618 -0.46 0.38 0.55
O 2.10172 1.14263 -0.85222 0.71 -0.64 -0.02
H 1.84951 1.89939 -1.36251 -0.35 0.71 -0.17
H 1.32366 0.81525 -0.36758 0.06 0.34 0.34
O -2.16748 0.33122 1.93773 -0.18 -0.07 0.82
H -1.44431 0.26459 1.30634 0.49 0.19 -0.69
H -2.31573 -0.59037 2.15965 -0.55 -0.21 -0.07
O -1.78819 -1.90774 -0.69225 -1.37 0.40 1.23
H -1.17769 -2.55769 -0.41709 0.78 -1.53 1.00
H -1.35549 -1.63912 -1.47648 0.31 0.75 -2.32